No. 1
Here is 2 unconnected molecules or ions with the total composition C3H4Cl3N2O2P in a non-equilibrium geometry from OMol25. Energies are from ωB97M-V/def2-TZVPD.

```
15
Properties=species:S:1:pos:R:3:forces:R:3:lowdin_charge:R:1
C 1.585419 -1.741811 -0.781964 0.192 -2.036 0.562 -0.566
C 0.254317 -0.364530 0.811192 -3.007 -3.506 -0.380 -0.107
C 0.163332 0.073277 -0.621065 2.695 3.351 -1.268 -0.155
N 1.007446 -2.537766 1.502965 0.548 -0.865 0.355 0.159
N 1.016092 -1.678947 0.700839 0.213 0.329 -1.493 -0.252
O 2.295059 -2.633259 -1.158774 -0.837 1.547 0.303 0.119
O 0.984946 -0.791210 -1.459599 0.196 -0.742 0.113 -0.016
P 3.443771 0.383437 -0.099291 0.110 0.841 0.890 -0.251
Cl 4.565326 -1.007337 0.770004 0.402 -1.060 0.460 0.219
Cl 4.312901 1.976701 0.883133 -0.285 0.336 -0.073 0.121
Cl 4.347074 0.519690 -1.858986 0.312 0.119 -1.099 0.223
H 0.869313 0.146185 1.467058 0.515 1.729 1.258 0.073
H -0.730103 -0.869497 1.277382 1.948 2.252 -0.944 0.176
H -0.755189 0.076431 -1.106958 -1.951 -0.280 -0.249 0.096
H 0.627145 1.132991 -0.951262 -1.049 -2.015 1.564 0.161
```
Forces are in eV/Å.

Multiplicity   1
HOMO energy   -8.43 eV
Frontier orbital gap   8.28 eV

=====

No. 2
Here is a molecular structure, C3H4Cl4CrN in a non-equilibrium geometry from OMol25. Energies are from ωB97M-V/def2-TZVPD.

```
13
Properties=species:S:1:pos:R:3:forces:R:3:lowdin_charge:R:1
Cr -1.680691 3.017769 2.455216 1.251 -1.333 -2.426 1.098
Cl -0.719801 1.957959 0.399566 -1.131 1.290 2.384 0.000
C 2.305229 -0.438961 0.180996 -0.128 0.468 0.780 -0.078
C 2.689069 0.615779 1.100146 1.848 3.460 3.317 -0.302
N 2.990299 1.471579 1.867486 -1.353 -3.105 -2.853 0.110
H 3.004599 -0.471161 -0.654434 -0.410 -0.075 -0.110 0.097
H 1.281969 -0.131181 -0.034194 -0.027 -0.621 -0.826 0.013
H 2.298179 -1.369221 0.749026 -0.018 -0.122 -0.288 0.093
C -2.404301 -0.806911 -1.260334 0.335 -0.613 -0.094 -1.533
Cl -3.288501 -1.325611 -2.733544 0.627 0.671 0.812 0.538
Cl -1.041941 -1.924871 -0.941754 -0.252 0.235 -0.176 0.512
Cl -3.466881 -0.786791 0.132926 -0.476 -0.041 0.351 0.504
H -1.967231 0.191619 -1.261104 -0.267 -0.215 -0.872 -0.053
```
Forces are in eV/Å.

Multiplicity   5
HOMO energy (alpha / beta)   -13.60 / -13.60 eV
⟨S²⟩   6.149
Total charge   +1
Frontier orbital gap (alpha / beta)   4.56 / 6.08 eV

=====

No. 3
Here is 2 unconnected molecules or ions with the total composition C3H4Cl4Si in a non-equilibrium geometry from OMol25. Energies are from ωB97M-V/def2-TZVPD.

```
12
Properties=species:S:1:pos:R:3:forces:R:3:lowdin_charge:R:1
C -2.123619 -0.839063 0.007265 0.636 -0.764 0.078 -0.080
C -1.279023 -0.258367 -0.792916 1.712 0.258 0.728 -0.687
C 1.406900 -0.101578 -0.699135 -1.256 2.580 0.429 -1.397
Si 1.347686 0.640922 1.037439 0.528 -0.605 0.681 0.060
Cl -1.388411 0.638226 -2.158268 -0.720 0.354 -0.843 0.678
Cl 1.864079 -1.681353 -0.795766 0.588 -1.563 -0.448 0.633
Cl 1.656411 0.977046 -2.074022 0.190 -0.909 0.913 0.520
Cl 0.208823 2.273142 1.273936 -0.535 1.102 -0.414 0.274
H -3.111457 -0.970093 -0.320818 -1.555 0.187 -0.398 0.042
H -1.889156 -1.435191 0.872180 0.538 0.192 0.254 0.057
H 0.642066 -0.264635 1.961075 0.262 -0.503 -0.283 -0.054
H 2.665701 1.020943 1.689029 -0.389 -0.329 -0.696 -0.045
```
Forces are in eV/Å.

Multiplicity   1
HOMO energy (alpha / beta)   -8.62 / -8.82 eV
Frontier orbital gap (alpha / beta)   8.03 / 7.98 eV

=====

No. 4
Here is C3H4Cl4Si2 in the gas phase in a non-equilibrium geometry from OMol25. Energies are from ωB97M-V/def2-TZVPD.

```
13
Properties=species:S:1:pos:R:3:forces:R:3:lowdin_charge:R:1
C -0.806616 -0.200511 1.396753 -1.307 -0.917 1.813 -0.381
C 0.512187 -0.007146 1.301199 1.330 -0.988 0.634 -0.318
C 0.976615 -0.263501 -1.895753 0.121 0.221 1.279 -0.091
Si -2.032709 0.099482 0.031322 2.031 0.990 -1.127 -0.198
Si 1.585299 0.367851 -0.288355 -2.699 -1.495 0.425 -0.508
Cl -3.267103 -1.405160 -0.323327 -1.001 -1.060 0.116 0.315
Cl -3.046001 1.882889 -0.136647 0.030 -0.155 0.438 0.237
Cl 3.262989 -0.568659 0.130122 1.771 -0.830 0.314 0.408
Cl 1.759627 2.304495 -0.153495 0.406 2.402 -0.251 0.423
H -1.323334 -0.693484 2.327018 1.271 1.185 -1.310 0.092
H 1.213324 -0.259782 2.207226 -1.510 0.453 -1.536 0.090
H 1.077983 -1.252614 -2.234297 1.057 -1.524 0.064 -0.012
H 0.087744 -0.003857 -2.361761 -1.500 1.717 -0.859 -0.058
```
Forces are in eV/Å.

Multiplicity   1
HOMO energy (alpha / beta)   -7.49 / -9.59 eV
Frontier orbital gap (alpha / beta)   6.21 / 8.81 eV

=====

ΔE to the lowest compared entry with this formula, charge and spin (kcal per mole)
15.1, 11.1, 157.2, 3.5